Density functional theory data (ωB97M-V with the def2-TZVPD basis set) for C4H13N3 as an isolated structure.

DFT total energy (hartree): -324.2730
Orbital gap (eV): 8.83
Energy relative to the best compared isomer or geometry (same formula, charge and spin) (kJ/mol): 530.2
LUMO energy (Ha): 0.038
Molecular weight (g mol⁻¹): 103.2
Net charge: 0

Atoms and positions in Å:
N1 0.954 -0.646 0.504
N2 2.278 0.683 0.440
N3 3.323 0.929 1.359
C1 0.194 0.489 0.258
C2 -1.030 -0.977 -1.724
C3 -1.227 -0.622 -0.267
C4 -2.441 0.249 -0.006
H1 2.652 0.651 -0.511
H2 0.919 -0.847 1.505
H3 -1.275 -1.521 0.346
H4 -2.386 1.196 -0.550
H5 2.930 1.214 2.252
H6 -1.873 -1.575 -2.092
H7 -2.561 0.468 1.058
H8 3.891 0.099 1.538
H9 -0.193 1.052 1.106
H10 0.287 1.062 -0.661
H11 -0.975 -0.083 -2.351
H12 -3.353 -0.266 -0.336
H13 -0.116 -1.555 -1.869

Force components x, y, z for each atom (eV/Å):
4.6 2.5 -0.3
0.4 -0.2 1.3
-0.3 -1.1 -0.4
-6.2 -3.4 -1.2
0.0 0.0 0.1
0.8 2.8 0.6
-0.5 -0.5 -0.2
0.0 -0.7 0.4
0.1 0.1 0.0
0.3 0.1 0.2
0.1 0.0 0.0
-0.1 0.1 -0.3
0.1 0.0 0.0
0.0 0.0 -0.1
0.1 0.2 -0.1
0.4 0.2 -0.1
0.5 -0.2 0.1
0.0 0.0 0.1
-0.1 0.1 0.0
0.0 0.0 0.0

Density functional theory data (ωB97M-V with the def2-TZVPD basis set) for the molecule C4H13N3.

Structure (SMILES): NCCNCCN
DFT total energy (hartree): -324.3736
Orbital gap (eV): 9.45
Energy relative to the best compared isomer or geometry (same formula, charge and spin) (kJ/mol): 266.1
LUMO energy (Ha): 0.037
Molecular weight (g mol⁻¹): 103.2
Net charge: 0

Atoms and positions in Å:
N1 -0.410 -0.733 -0.238
N2 1.874 -0.560 2.091
N3 -1.924 2.604 -0.929
C1 1.450 -1.775 1.387
C2 -1.820 1.145 -1.405
C3 -0.356 0.573 -0.940
C4 0.834 -1.503 -0.166
H1 -1.866 1.157 -2.425
H2 0.275 0.429 -1.853
H3 1.264 -0.041 2.690
H4 0.584 -2.500 -0.564
H5 -2.673 0.632 -1.027
H6 0.169 1.395 -0.397
H7 -0.811 -0.512 0.681
H8 2.373 0.010 1.420
H9 1.650 -0.934 -0.493
H10 0.674 -2.509 1.935
H11 -2.738 2.549 -0.317
H12 2.484 -2.288 0.998
H13 -1.034 2.862 -0.450

Force components x, y, z for each atom (eV/Å):
-0.5 1.6 0.3
0.3 -1.2 -0.7
0.1 -1.6 -0.3
-0.2 -1.4 -2.3
3.0 1.8 3.1
-0.7 -0.4 -1.3
-1.5 -0.7 3.8
0.0 -0.2 -2.7
-0.6 0.0 0.5
-0.5 0.0 -0.2
1.0 0.4 -0.3
-0.3 -0.9 0.5
-0.4 -0.5 0.1
0.4 -0.6 -0.3
-0.1 0.3 0.4
1.1 0.4 -1.7
2.2 1.8 -0.8
0.8 0.9 0.3
-2.5 0.5 1.6
-1.5 -0.2 -0.2